ORCA calculation (ωB97M-V with the def2-TZVPD basis set) on a 2-piece molecular cluster, C8H11NO overall.

The geometry in ORCA input format:
```
! wB97M-V def2-TZVPD RIJCOSX def2/J DEFGRID3
* xyz 0 3
H -0.866 -2.053 0.081
H -2.085 -1.494 2.302
H 2.641 -1.642 -1.019
C -2.042 -0.216 0.555
C 2.532 -0.609 -1.259
H -0.846 -0.270 2.303
H -2.669 1.789 0.979
C 2.078 1.641 -0.532
H -2.700 1.346 -0.735
H 4.122 2.116 -0.418
H -2.546 -1.923 -0.587
N 0.692 1.220 -0.575
H -0.983 -0.878 -1.212
C 3.348 1.435 -0.649
C -1.879 -0.407 2.006
C -1.613 -1.342 -0.359
C -2.444 1.024 0.258
H -2.315 0.299 2.709
O 3.720 0.076 -0.745
C 1.486 0.241 -0.676
H 2.371 -0.351 -2.427
*
```

Max |F| (eV/Å): 6.9
Calculated total energy (eV): -12001.695
Orbital gap (spin up / spin down) (eV): 6.93 / 6.17
ΔE to the lowest compared entry with this formula, charge and spin (kcal/mol): 104.57
E_LUMO (spin up / spin down) (eV): 0.84 / -2.44
Highest occupied orbital energy (spin up / spin down) (eV): -6.09 / -8.61